Record 1
The following is a quantum chemistry calculation of an isolated molecule of C3H10N4O, from the Open Molecules 2025 dataset.

```
18
Properties=species:S:1:pos:R:3:forces:R:3:lowdin_charge:R:1
C -2.252828 0.161940 -0.566189 -10.989 2.942 1.794 -0.25
C -0.141029 0.473794 -0.127433 -0.387 0.150 0.219 -0.58
C 1.515126 -1.075731 -0.891542 2.769 -3.910 1.053 -0.11
H -2.547675 0.921075 0.332154 0.587 -0.864 -2.287 0.11
H -2.251257 0.736786 -1.580081 0.019 -1.403 1.945 0.13
H -3.225097 -0.546070 -0.348577 2.174 1.273 -1.585 0.13
H -0.747571 -0.295990 1.795531 -0.114 -2.195 -1.116 0.11
H -0.235503 -1.941311 1.057175 -2.212 3.011 0.509 0.13
H 0.370008 2.307553 -0.169762 -1.757 -1.358 1.464 0.11
H 0.527992 -1.500785 -1.145550 0.963 -0.282 -1.249 0.08
H 2.144719 -2.022956 -0.240391 -1.875 2.656 -1.634 0.15
H 2.354974 -0.795434 -1.664254 -2.105 -0.182 0.903 0.11
H 2.551560 1.168442 -0.294569 -0.864 -1.826 3.957 0.19
N -1.185354 -0.497335 -0.256980 8.515 -3.438 3.068 -0.22
N -1.020679 -1.142667 1.177280 -0.029 -0.268 -1.312 0.08
N -0.476040 1.663260 0.091083 2.519 3.311 -1.570 0.14
N 1.078966 -0.077058 -0.031722 3.548 0.549 1.099 -0.24
O 2.193998 0.623158 0.613960 -0.763 1.831 -5.260 -0.05
```
Forces are in eV/Å.

The energy above the lowest of the compared OMol25 structures with the same formula, charge and spin is 803.48 kJ/mol. Its structure (SMILES) is [H]/N=C(/N(C)N)N(C)O. Its spin multiplicity is 1. Its calculated total energy is -11273.8731 eV.


Record 2
The following is a quantum chemistry calculation of a cluster of 5 separate species, C12H36N2O7 in total, from the Open Molecules 2025 dataset.

```
57
Properties=species:S:1:pos:R:3:forces:R:3:lowdin_charge:R:1
C 1.483206 0.861552 -3.502146 -0.596 -0.755 0.533 -0.06
C 2.240860 1.387400 -2.299356 0.063 0.607 -0.076 -0.42
C 1.443263 1.762721 -1.039422 -0.282 0.089 0.857 -0.18
O 2.197303 2.725136 -0.271953 0.145 -0.359 0.161 -0.18
C 2.766194 2.245835 0.921907 0.405 -0.461 0.258 -0.13
N 3.373394 0.494614 -1.950651 -0.474 0.527 0.101 0.05
H 1.089569 -0.132862 -3.259673 0.436 -0.254 -0.265 0.06
H 2.171331 0.831442 -4.342241 -0.142 -0.235 -0.118 0.08
H 0.557142 1.368207 -3.778952 0.337 0.666 0.106 0.08
H 2.750282 2.304205 -2.609107 -0.222 0.160 0.048 0.14
H 1.241999 0.864012 -0.436695 0.350 -0.100 0.005 0.11
H 0.444086 2.213951 -1.084206 0.168 0.048 -1.031 0.12
H 3.607886 1.558826 0.759407 0.034 0.010 -0.196 0.07
H 2.070335 1.687816 1.550034 -0.404 0.045 -0.002 0.07
H 3.171269 3.056907 1.526382 -0.221 0.292 -0.281 0.09
H 3.756645 0.968919 -1.139284 0.537 -0.388 -0.047 0.04
H 3.045412 -0.412148 -1.625091 -0.144 0.070 -0.053 0.07
C -1.022904 -2.160079 0.873230 -0.968 0.235 0.416 -0.07
C -0.870618 -2.930759 -0.420059 1.296 0.971 -0.715 -0.41
C -0.767330 -2.015722 -1.665697 -1.078 -0.078 1.231 -0.22
O -2.023207 -1.384395 -1.823841 0.348 0.192 -0.623 -0.18
C -1.964949 -0.280979 -2.711449 -0.481 -0.200 -0.182 -0.10
N 0.400727 -3.676865 -0.345870 -1.003 -0.519 0.533 0.03
H -2.016473 -1.722014 1.003290 -0.075 -0.194 -0.303 0.08
H -0.386010 -1.282202 1.004691 0.550 -0.363 -0.181 0.06
H -0.908533 -2.872434 1.690832 0.272 0.195 0.142 0.08
H -1.752575 -3.561381 -0.523811 0.264 -0.432 -0.139 0.14
H -0.477230 -2.611521 -2.536556 -0.070 0.085 -0.198 0.12
H -0.007173 -1.250504 -1.466058 0.225 -0.029 -0.072 0.10
H -1.273488 0.484826 -2.351313 -0.044 0.113 0.127 0.07
H -2.976456 0.107934 -2.797409 0.056 0.261 0.203 0.07
H -1.670214 -0.543334 -3.735398 0.230 -0.315 0.105 0.09
H 1.149722 -3.033043 -0.138650 0.207 -0.075 -0.254 0.06
H 0.565574 -4.218775 -1.181191 0.305 0.145 -0.067 0.06
O -1.454763 0.917189 2.126053 0.198 0.123 0.007 -0.05
H -0.524681 0.664969 2.168596 -0.016 -0.114 0.128 0.01
H -1.667893 1.210582 3.019421 -0.067 -0.040 -0.114 0.06
C -4.494833 1.549794 -0.170404 0.528 -0.797 -0.953 -0.26
C -4.500707 2.617878 -1.276016 -1.594 0.311 0.694 -0.24
O -4.631698 2.045952 -2.564946 0.239 -0.075 -0.292 -0.08
O -3.828701 1.937465 1.009926 0.195 -0.204 -0.539 -0.07
H -4.074144 0.675858 -0.695391 0.598 -0.027 0.557 0.11
H -5.478430 1.154900 0.091478 -0.337 0.685 0.047 0.12
H -3.639273 3.278243 -1.291531 0.383 -0.363 0.170 0.12
H -5.358940 3.263978 -1.052718 0.058 0.262 -0.275 0.11
H -5.514965 1.692387 -2.698270 -0.050 0.074 0.169 0.09
H -2.899839 1.693963 0.877075 -0.086 0.102 0.508 0.05
C 2.251602 -1.481282 3.212884 0.258 0.549 -0.348 -0.25
C 3.036503 -1.891677 4.433306 -0.521 0.290 0.472 -0.23
O 3.431186 -0.743504 5.190264 0.132 0.057 -0.081 -0.07
O 1.133674 -0.680186 3.597050 0.179 -0.194 0.091 -0.08
H 1.930388 -2.375561 2.678013 -0.316 0.108 -0.006 0.12
H 2.863118 -0.866779 2.538611 0.213 -0.248 -0.071 0.11
H 3.886496 -2.530840 4.194042 -0.077 -0.103 0.010 0.12
H 2.312118 -2.387112 5.087289 0.339 -0.375 -0.044 0.13
H 4.317759 -0.469630 4.937067 -0.059 0.003 -0.074 0.09
H 1.496993 -0.111860 4.294506 -0.221 0.022 -0.079 0.08
```
Forces are in eV/Å.

The energy above the lowest of the compared OMol25 structures with the same formula, charge and spin is 26.34 kJ/mol. Its structure (SMILES) is COC[C@H](C)N.COC[C@H](C)N.OCCO.OCCO.O. Its spin multiplicity is 1. Its calculated total energy is -30337.7597 eV.


Record 3
The following is a quantum chemistry calculation of an isolated molecule of C22H27N3O3, from the Open Molecules 2025 dataset.

```
55
Properties=species:S:1:pos:R:3:forces:R:3:lowdin_charge:R:1
C 7.198196 1.068738 1.602757 0.102 -0.029 0.189 -0.09
H 8.033068 1.764310 1.532467 -0.043 -0.065 0.054 0.09
O 6.477089 1.216635 0.404919 -0.207 -0.008 -0.269 -0.09
C 5.366802 0.448385 0.214267 -0.112 -0.031 -0.080 -0.28
C 4.700599 0.631666 -0.998800 0.169 0.085 0.121 0.00
C 3.570306 -0.098668 -1.291914 0.085 -0.002 0.118 -0.03
C 3.070456 -1.033814 -0.390555 -0.032 -0.222 0.086 -0.25
C 3.732469 -1.205235 0.813979 -0.105 0.026 -0.194 -0.04
C 4.871346 -0.478727 1.122446 0.323 0.200 0.138 -0.02
H 5.359256 -0.647668 2.069600 0.074 0.015 0.070 0.10
H 3.362223 -1.924647 1.530898 -0.045 -0.089 0.062 0.11
C 1.820611 -1.801896 -0.707879 -0.165 0.271 0.077 -0.12
H 1.796731 -2.056060 -1.769388 -0.037 -0.073 0.004 0.12
H 1.789494 -2.726628 -0.127784 0.003 -0.054 -0.046 0.11
C 0.577960 -0.955065 -0.388846 0.286 0.018 -0.196 -0.14
N -0.647851 -1.638811 -0.730385 0.102 0.223 0.160 -0.06
C -1.258355 -1.400198 -1.913497 -0.325 -0.301 0.018 -0.47
O -0.852331 -0.584693 -2.720592 0.156 0.268 -0.400 0.04
C -2.524647 -2.208374 -2.095287 -0.142 0.181 -0.098 -0.08
C -3.388714 -2.084689 -0.838779 -0.015 -0.150 -0.100 -0.12
C -2.632298 -2.578600 0.406420 -0.027 -0.013 0.258 -0.19
C -1.124827 -2.707638 0.112031 -0.249 -0.419 0.110 -0.11
H -0.938906 -3.677195 -0.369418 0.018 0.054 0.139 0.13
H -0.565641 -2.688612 1.049457 0.025 -0.032 -0.089 0.14
C -2.853981 -1.659811 1.611367 0.222 -0.401 -0.356 -0.48
O -3.362164 -2.057661 2.641053 -0.281 -0.175 0.355 0.06
N -2.377946 -0.413315 1.441538 0.241 0.247 -0.105 0.06
H -2.113378 -0.075062 0.518306 -0.124 -0.258 0.111 0.09
C -2.632715 0.650293 2.380229 -0.172 0.124 0.226 -0.16
H -1.682850 1.115460 2.667124 -0.098 -0.012 0.073 0.13
H -3.096285 0.206558 3.264745 0.123 0.094 -0.083 0.12
C -3.560753 1.709976 1.768648 0.174 -0.160 0.085 -0.11
C -2.932300 2.399313 0.588559 -0.194 0.364 0.183 -0.28
N -2.419008 1.621699 -0.361764 -0.037 -0.221 -0.023 0.10
C -1.862928 2.176318 -1.425720 0.181 0.253 -0.382 -0.11
C -1.791379 3.548001 -1.610135 -0.062 0.062 0.116 -0.05
C -2.319944 4.367187 -0.625484 0.025 -0.086 -0.033 -0.06
C -2.896373 3.786563 0.492137 0.044 -0.051 -0.086 -0.02
H -3.315076 4.397450 1.277710 -0.039 0.021 0.077 0.11
H -2.283402 5.442698 -0.724372 0.005 0.069 -0.008 0.11
H -1.334468 3.959038 -2.496063 0.047 0.011 -0.088 0.10
H -1.462674 1.484677 -2.155194 0.059 0.010 -0.097 0.09
H -4.479044 1.213914 1.442657 -0.035 0.026 0.046 0.13
H -3.822341 2.446419 2.528996 -0.042 0.008 -0.010 0.11
H -3.000133 -3.563871 0.705953 0.045 0.156 0.031 0.15
H -3.668124 -1.035430 -0.721182 -0.031 -0.015 -0.015 0.11
H -4.309052 -2.655718 -0.966897 -0.010 0.073 0.033 0.12
H -3.055031 -1.829957 -2.969102 0.142 -0.028 0.004 0.12
H -2.265367 -3.254030 -2.277017 0.009 -0.047 -0.033 0.13
H 0.560857 -0.698691 0.674473 -0.031 0.013 -0.037 0.13
H 0.609837 -0.035130 -0.976799 0.018 -0.052 0.144 0.12
H 3.066471 0.051098 -2.235389 -0.060 0.025 -0.140 0.12
H 5.096075 1.353992 -1.695231 0.049 0.089 -0.093 0.12
H 6.587750 1.324976 2.475105 0.022 -0.027 -0.032 0.09
H 7.585426 0.050819 1.716859 -0.028 0.036 0.006 0.09
```
Forces are in eV/Å.

The energy above the lowest of the compared OMol25 structures with the same formula, charge and spin is 181.46 kJ/mol. Its structure (SMILES) is COc1ccc(CCN2C[C@@H](C(=O)NCCc3ccccn3)CCC2=O)cc1. Its spin multiplicity is 1. Its calculated total energy is -33866.3706 eV.